{"formula": "C27H67Cu2N4O12", "method": "ωB97M-V/def2-TZVPD", "multiplicity": 3, "total_charge": 3, "max_force_ev_per_a": 3.74, "energy_ha": -5470.60929, "s_squared": 2.008, "orbital_gap_ev": [6.238, 3.428], "symbols": ["Cu", "Cu", "O", "C", "O", "O", "H", "C", "C", "O", "H", "H", "H", "H", "H", "H", "C", "O", "C", "C", "N", "C", "C", "O", "C", "H", "H", "H", "H", "H", "H", "H", "H", "H", "H", "H", "H", "H", "H", "H", "C", "O", "C", "C", "N", "C", "C", "O", "C", "H", "H", "H", "H", "H", "H", "H", "H", "H", "H", "H", "H", "H", "H", "H", "C", "O", "C", "C", "N", "C", "C", "O", "C", "H", "H", "H", "H", "H", "H", "H", "H", "H", "H", "H", "H", "H", "H", "H", "C", "O", "C", "C", "N", "C", "C", "O", "C", "H", "H", "H", "H", "H", "H", "H", "H", "H", "H", "H", "H", "H", "H", "H"], "positions_angstrom": [[2.3751, 0.1876, 4.0445], [-1.7497, -0.5554, 2.8762], [0.5836, 1.1937, 0.1219], [0.5108, 0.4200, 1.2052], [-0.5573, -0.3039, 1.2606], [1.4274, 0.4381, 2.0442], [-0.2268, 0.9714, -0.3666], [2.2516, 4.0199, -2.3927], [3.4385, 3.2091, -1.8381], [3.2629, 2.9745, -0.4549], [2.4535, 5.0620, -2.1648], [1.2646, 3.6722, -2.0710], [2.0936, 3.7856, -3.4519], [4.4028, 3.6756, -2.0186], [3.4674, 2.2527, -2.3799], [2.5242, 2.4088, -0.2248], [0.5912, -3.1276, 0.3266], [1.1188, -4.3644, -0.1488], [2.4278, -4.2353, -0.6772], [2.8423, -5.5168, -1.3389], [1.8226, -5.9096, -2.3207], [2.0770, -5.5216, -3.7024], [3.3458, -6.0171, -4.3494], [4.4186, -5.1952, -3.9544], [5.7052, -5.7343, -4.2371], [0.2491, -2.4975, -0.4986], [1.2687, -2.6585, 1.0395], [-0.3423, -3.3939, 0.8287], [3.1869, -3.8298, -0.0009], [2.4548, -3.3633, -1.3561], [2.8716, -6.2226, -0.4985], [3.8521, -5.4241, -1.7300], [0.9754, -5.5059, -1.8892], [1.9638, -4.4319, -3.8060], [1.2298, -5.8971, -4.2863], [3.2096, -5.9958, -5.4346], [3.5318, -7.0595, -4.0643], [6.3864, -5.2245, -3.5624], [5.9662, -5.5713, -5.2874], [5.7684, -6.8216, -4.1227], [-5.8521, 0.7978, -6.0821], [-5.3473, 0.9030, -4.7680], [-4.1555, 0.1653, -4.5894], [-3.8372, 0.1808, -3.0875], [-3.6602, 1.5262, -2.5418], [-2.3748, 2.1312, -2.8456], [-1.7599, 2.9208, -1.6831], [-1.8865, 4.3149, -1.8177], [-3.1630, 4.8083, -1.5630], [-6.8712, 1.1686, -6.1223], [-5.8582, -0.2526, -6.4043], [-5.1752, 1.3158, -6.7718], [-3.3548, 0.6071, -5.1932], [-4.3312, -0.8502, -4.9578], [-3.0702, -0.5437, -2.8131], [-4.7680, -0.1819, -2.6353], [-4.4170, 2.0529, -2.9706], [-2.3137, 2.7031, -3.7792], [-1.6509, 1.3508, -3.1222], [-0.7060, 2.6808, -1.5544], [-2.2541, 2.5953, -0.7576], [-3.9286, 4.3920, -2.2307], [-3.3145, 5.8799, -1.7093], [-3.4899, 4.6688, -0.5234], [-2.7608, -0.4722, 6.0657], [-3.1362, -0.6315, 4.6945], [-4.1559, -1.6085, 4.4528], [-4.6498, -1.3402, 3.0394], [-3.5585, -1.4881, 2.0853], [-3.8275, -0.7973, 0.8208], [-3.9464, 0.7258, 0.9997], [-3.1979, 1.1382, 2.1332], [-3.2601, 2.5727, 2.3105], [-2.1185, 0.4045, 6.1424], [-2.1736, -1.2907, 6.4883], [-3.6133, -0.3082, 6.7240], [-4.8955, -1.5684, 5.2513], [-3.7561, -2.6300, 4.4894], [-4.8909, -0.2764, 3.0352], [-5.6097, -1.8395, 2.8911], [-3.3695, -2.4673, 1.8739], [-4.6747, -1.2581, 0.3038], [-3.0266, -0.9897, 0.1001], [-5.0153, 0.9712, 1.0794], [-3.7993, 1.2416, 0.0414], [-2.4362, 3.0463, 1.7817], [-3.2835, 2.7978, 3.3737], [-4.1921, 2.9754, 1.9117], [4.3446, -2.2403, 3.0073], [3.8339, -0.9100, 2.8554], [4.9207, -0.0585, 2.5470], [4.6102, 1.4669, 2.5874], [3.8806, 1.8315, 3.8241], [3.5462, 3.2623, 3.8232], [2.4337, 3.6324, 2.8499], [2.0490, 4.9711, 3.0852], [0.9142, 5.2585, 2.2930], [4.7972, -2.2842, 4.0024], [5.0472, -2.6117, 2.2642], [3.4844, -2.9112, 3.0695], [5.3489, -0.2815, 1.5666], [5.7193, -0.1706, 3.2958], [3.8976, 1.5731, 1.7669], [5.5304, 1.9855, 2.3241], [4.5418, 1.6853, 4.5851], [4.4230, 3.8980, 3.6722], [3.2070, 3.5196, 4.8293], [1.6013, 2.9301, 3.0069], [2.6903, 3.4810, 1.7987], [0.1940, 4.4198, 2.2458], [1.1540, 5.4216, 1.2409], [0.2748, 5.9962, 2.7749]], "forces_ev_per_a": [[0.632, 0.800, -0.943], [-1.432, 0.439, -0.777], [-0.101, -0.500, 0.002], [1.109, 0.042, 1.607], [-1.478, -0.645, 1.142], [-1.038, 0.084, -0.554], [0.158, 0.440, -0.286], [0.462, -0.665, -0.549], [-1.787, -1.018, -0.747], [1.108, 0.304, 1.088], [-0.642, 0.182, -0.318], [0.289, 0.185, 0.992], [0.762, 0.758, -0.232], [-0.092, 0.275, 0.337], [0.134, -0.038, 0.123], [-0.287, -0.040, -0.692], [-0.935, -0.728, -0.014], [0.637, -0.111, -0.019], [-0.500, 2.477, -0.556], [0.691, -1.208, 0.886], [1.562, 3.340, 0.633], [-1.239, -1.308, -0.796], [0.679, 0.037, 0.201], [-0.443, -0.254, 0.403], [0.199, -0.087, -0.626], [0.647, 0.296, -0.042], [0.042, 0.264, -0.197], [0.217, -0.045, 0.253], [0.008, -0.999, 0.805], [-0.389, -0.459, -0.679], [-0.198, -0.423, -0.338], [-0.219, -0.173, -0.478], [-0.692, -1.073, -0.483], [0.206, 0.168, 0.486], [-0.055, -0.058, 0.044], [-0.093, 0.021, -0.021], [-0.060, -0.057, -0.012], [0.200, -0.103, -0.193], [0.094, 0.337, 0.131], [-0.234, 0.058, 0.479], [0.542, -0.460, -0.456], [-0.012, 0.002, 0.600], [-0.030, 0.074, -0.024], [-1.466, -0.056, -0.404], [0.161, -0.353, -0.089], [1.137, -0.352, -0.483], [-0.775, 0.194, -0.085], [0.833, 0.355, 0.074], [-1.649, 0.234, 0.092], [0.124, 0.262, 0.079], [-0.138, 0.026, 0.104], [-0.333, 0.211, -0.076], [0.168, 0.011, -0.001], [0.210, -0.200, 0.143], [0.410, 0.333, -0.043], [0.060, -0.190, 0.077], [0.054, 0.221, 0.226], [-0.479, 0.505, 0.258], [-0.182, -0.360, 0.420], [0.211, 0.388, -0.331], [-0.132, -0.067, 0.100], [0.102, -0.388, 0.104], [1.065, 0.050, -0.239], [0.149, -0.453, 0.049], [0.785, 0.343, 0.859], [1.027, -0.100, -0.686], [0.266, -0.838, -0.443], [-0.576, 1.444, 1.904], [0.899, -0.399, -0.250], [0.737, 0.411, -1.304], [-1.789, -0.584, -0.649], [0.073, 0.282, -0.398], [-0.264, 0.088, -0.014], [-0.167, 0.138, -0.230], [-0.201, -0.380, -0.412], [-0.274, -0.016, -0.343], [-0.309, 0.355, -0.297], [0.307, 0.079, 0.189], [-0.131, -0.032, -0.099], [0.410, -0.575, -0.694], [-0.008, 0.019, 0.163], [-0.415, 0.402, 0.369], [0.388, -0.147, 0.484], [0.000, 0.002, 0.978], [1.184, -0.088, 0.120], [0.137, 0.049, 0.155], [0.393, -0.107, 0.044], [-0.045, -0.211, -0.137], [-0.899, -0.436, 1.588], [0.320, -0.262, -0.682], [1.393, 1.860, 0.736], [-1.835, -2.275, -1.090], [0.795, -0.473, -0.189], [-0.387, 0.850, 0.518], [0.207, -0.306, 0.059], [-0.477, -0.754, -0.148], [-1.040, -0.588, -0.001], [0.388, -0.181, -0.197], [-0.023, 0.549, -0.315], [-0.001, 0.055, -0.274], [-0.151, -0.154, 0.005], [-0.047, -0.598, -0.039], [0.138, 0.636, -0.039], [-0.012, 0.361, 0.471], [-0.128, 0.107, 0.136], [0.117, -0.200, -0.304], [-0.158, -0.046, -0.044], [-0.260, 0.114, 0.309], [0.405, 0.208, -0.048], [0.407, -0.423, 0.220], [0.188, 0.613, 0.116], [0.683, 0.706, -0.254]], "lowdin_charge": [0.533, 0.944, 0.145, -0.694, -0.088, 0.025, 0.117, -0.063, -0.290, -0.104, 0.081, 0.047, 0.078, 0.118, 0.103, 0.038, -0.077, -0.182, -0.214, -0.093, 0.227, -0.102, -0.206, -0.207, -0.066, 0.098, 0.091, 0.089, 0.138, 0.140, 0.164, 0.136, 0.164, 0.173, 0.150, 0.147, 0.141, 0.097, 0.102, 0.097, -0.089, -0.203, -0.230, -0.211, -0.055, -0.195, -0.220, -0.158, -0.110, 0.097, 0.089, 0.096, 0.126, 0.121, 0.107, 0.112, 0.108, 0.138, 0.115, 0.085, 0.092, 0.088, 0.100, 0.082, -0.040, -0.241, -0.153, -0.143, -0.046, -0.144, -0.201, -0.257, -0.019, 0.101, 0.106, 0.114, 0.148, 0.141, 0.129, 0.160, 0.154, 0.147, 0.117, 0.139, 0.107, 0.089, 0.102, 0.105, -0.068, -0.250, -0.198, -0.153, -0.072, -0.161, -0.235, -0.141, -0.099, 0.105, 0.101, 0.089, 0.139, 0.135, 0.097, 0.146, 0.130, 0.140, 0.133, 0.102, 0.104, 0.066, 0.098, 0.097]}